18 unconnected molecules or ions with the total composition C3H42O18 at a distorted geometry, computed with the ωB97M-V functional and the def2-TZVPD basis.

Calculated values
energy relative to the best compared isomer or geometry (same formula, charge and spin)	494.08	kJ/mol
total energy	-1493.69830	hartree
orbital gap	9.66	eV
maximum force	7.7	eV Å⁻¹
molecular weight	366.35	g mol⁻¹
highest occupied orbital energy	-0.37273	hartree

Bonds (Å) are listed after each position.
Atoms and positions in Å:
1 O 0.966 -2.846 1.511  H26 1.046, H50 0.992
2 O -0.444 1.840 0.186  H28 1.013, H61 0.987
3 O -0.703 -4.696 2.524  H43 0.969, H52 1.083
4 O -1.211 -0.338 -1.702  H31 0.893, H42 0.899
5 O 1.166 4.007 0.536  C19 1.378, H22 0.995
6 O -2.163 2.133 -2.170  H30 0.998, H51 0.880
7 O 0.895 0.721 -2.990  H56 0.955, H62 1.028
8 O -2.587 -4.112 0.728  H29 0.938, H53 0.950
9 O 0.876 -0.030 2.444  H44 1.026, H49 0.965
10 O 0.962 4.645 -2.392  H37 0.957, H48 1.019
11 O 1.725 0.241 -0.250  H39 0.946, H55 0.982
12 O -1.356 -1.825 3.809  H54 0.968, H63 1.046
13 O 0.885 -2.690 -2.586  H24 0.918, H60 0.956
14 O -1.517 4.224 -1.134  H36 0.986, H58 1.072
15 O -2.207 -1.570 0.343  H32 1.046, H45 1.012
16 O -2.916 0.839 1.437  H23 1.002, H40 0.950
17 O 2.070 -4.318 -0.756  H34 0.937, H41 1.009
18 O -1.118 -5.013 -1.901  H35 1.023, H47 1.027
19 C 2.399 3.977 1.151  O5 1.378, C20 1.512, C21 1.598, H27 1.134
20 C 3.290 3.552 0.005  C19 1.512, H33 1.136, H57 1.088, H59 1.151
21 C 2.278 3.075 2.465  C19 1.598, H25 1.103, H38 1.122, H46 1.106
22 H 1.189 4.335 -0.403  O5 0.995
23 H -2.007 1.192 1.203  O16 1.002
24 H 1.286 -3.294 -2.024  O13 0.918
25 H 1.613 3.554 3.203  C21 1.103
26 H 0.081 -3.402 1.467  O1 1.046
27 H 2.792 4.917 1.649  C19 1.134
28 H 0.074 1.300 -0.497  O2 1.013
29 H -2.460 -3.183 0.756  O8 0.938
30 H -2.454 2.843 -2.808  O6 0.998
31 H -1.322 -0.888 -2.397  O4 0.893
32 H -2.063 -1.165 -0.610  O15 1.046
33 H 2.845 2.639 -0.504  C20 1.136
34 H 1.495 -4.114 -0.046  O17 0.937
35 H -1.132 -4.310 -2.644  O18 1.023
36 H -0.774 4.498 -1.722  O14 0.986
37 H 1.073 3.722 -2.170  O10 0.957
38 H 3.288 2.812 2.877  C21 1.122
39 H 1.804 -0.672 -0.014  O11 0.946
40 H -3.565 1.291 0.912  O16 0.950
41 H 3.070 -4.262 -0.630  O17 1.009
42 H -1.729 0.394 -1.771  O4 0.899
43 H -1.474 -4.727 1.938  O3 0.969
44 H 1.831 -0.400 2.499  O9 1.026
45 H -2.606 -0.781 0.836  O15 1.012
46 H 1.705 2.140 2.321  C21 1.106
47 H -0.202 -4.756 -1.513  O18 1.027
48 H 0.754 4.650 -3.390  O10 1.019
49 H 0.794 0.392 1.580  O9 0.965
50 H 0.681 -2.019 1.042  O1 0.992
51 H -1.718 2.479 -1.495  O6 0.880
52 H -1.056 -3.830 3.069  O3 1.083
53 H -2.369 -4.342 -0.169  O8 0.950
54 H -1.416 -0.996 3.313  O12 0.968
55 H 1.754 0.514 -1.192  O11 0.982
56 H 0.189 1.363 -2.979  O7 0.955
57 H 4.189 3.008 0.287  C20 1.088
58 H -1.458 4.815 -0.242  O14 1.072
59 H 3.671 4.233 -0.840  C20 1.151
60 H 0.889 -3.263 -3.352  O13 0.956
61 H 0.164 2.452 0.667  O2 0.987
62 H 0.396 -0.077 -2.577  O7 1.028
63 H -2.203 -2.382 3.551  O12 1.046